Computed, not measured: a molecular structure, C43H40F5IrN3OPS4 at a distorted geometry, with ωB97M-V/def2-TZVPD.

Last column: Löwdin charge in e.
Geometry (Å):
Ir1 -0.100753 0.346795 0.055288  0.563
C1 -0.937776 3.542856 -0.430405  -0.464
C2 -0.945154 3.496835 1.083985  -0.401
S1 -0.998978 1.797643 1.779355  0.884
C3 0.324313 1.870518 3.009484  -0.433
C4 1.706154 2.093622 2.436187  -0.393
S2 2.055735 0.925189 1.085340  0.917
C5 2.785767 2.021841 -0.163196  -0.431
C6 1.880423 3.137981 -0.647254  -0.415
S3 0.288933 2.479455 -1.232062  0.897
H1 -0.791089 4.564273 -0.785098  0.116
H2 -1.890860 3.204094 -0.839252  0.066
H3 -1.837417 4.000749 1.456064  0.109
H4 -0.082701 3.999918 1.517945  0.085
H5 0.268766 0.910339 3.525917  0.052
H6 0.049449 2.644511 3.727837  0.121
H7 2.455854 1.916368 3.207749  0.113
H8 1.848451 3.105050 2.062050  0.081
H9 3.070932 1.360780 -0.982107  0.083
H10 3.707569 2.419964 0.265055  0.117
H11 2.348379 3.640261 -1.494108  0.109
H12 1.693428 3.892365 0.114637  0.085
F1 -4.920571 -3.244528 -4.586556  0.238
C7 -4.275021 -2.456314 -3.783616  -0.077
C8 -2.943685 -2.751151 -3.451969  -0.123
F2 -2.373164 -3.821410 -3.961950  0.184
C9 -2.254973 -1.930161 -2.599977  -0.224
F3 -1.005872 -2.240372 -2.312793  0.121
C10 -2.852280 -0.771652 -2.039478  -0.417
S4 -2.166831 0.416724 -1.030841  0.831
C11 -4.205145 -0.506685 -2.412003  -0.216
F4 -4.796477 0.561368 -1.917410  0.134
C12 -4.909654 -1.327523 -3.255590  -0.121
F5 -6.156145 -1.071616 -3.571235  0.199
C13 4.830239 -6.173396 5.048750  -0.034
C14 4.612412 -5.448193 3.751148  -0.262
C15 5.449120 -4.401146 3.368507  -0.025
C16 5.284684 -3.721321 2.170126  -0.020
C17 4.250773 -4.098171 1.318207  -0.228
N1 3.980228 -3.451042 0.075531  0.141
C18 4.855597 -2.679746 -0.624643  -0.496
O1 5.971623 -2.366765 -0.304093  0.133
N2 4.340145 -2.244960 -1.880366  0.148
C19 3.143522 -1.634123 -2.156220  -0.198
C20 2.848128 -1.282930 -3.480746  0.050
C21 1.686912 -0.601999 -3.757172  -0.002
C22 0.833775 -0.256560 -2.724322  -0.198
N3 1.105100 -0.567512 -1.448583  -0.155
C23 2.221547 -1.266142 -1.170964  -0.090
C24 3.411785 -5.147133 1.673736  -0.046
C25 3.590133 -5.808850 2.878232  -0.017
H13 5.844467 -6.569364 5.104662  0.094
H14 4.136313 -7.003664 5.163226  0.081
H15 4.701838 -5.502198 5.899638  0.087
H16 6.269398 -4.115576 4.016562  0.128
H17 5.967178 -2.933702 1.894925  0.108
H18 3.226925 -3.861386 -0.456699  0.147
H19 5.088149 -2.079020 -2.540069  0.166
H20 3.538689 -1.543248 -4.273553  0.143
H21 1.433615 -0.327753 -4.771783  0.135
H22 -0.074423 0.290205 -2.919487  0.072
H23 2.413663 -1.501987 -0.134553  0.069
H24 2.636199 -5.473274 0.986131  0.073
H25 2.942364 -6.638983 3.130769  0.120
C26 -4.830185 -1.752278 3.409355  -0.029
C27 -4.578532 -0.686464 2.561723  -0.044
C28 -3.325925 -0.541327 1.978240  -0.140
C29 -2.314854 -1.461795 2.233098  -0.379
C30 -2.589615 -2.552353 3.071929  -0.093
C31 -3.832710 -2.688102 3.660583  -0.028
P1 -0.654322 -1.490317 1.486890  0.972
C32 0.494602 -1.473534 2.890694  -0.376
C33 0.020547 -1.241511 4.185979  -0.103
C34 0.896378 -1.228516 5.261917  -0.035
C35 2.249705 -1.455959 5.060432  -0.024
C36 2.732086 -1.691742 3.779282  -0.034
C37 1.862297 -1.691948 2.700519  -0.154
C38 -0.650178 -3.165839 0.773098  -0.333
C39 0.358176 -4.099942 1.003646  -0.066
C40 0.214330 -5.405914 0.549622  -0.047
C41 -0.933651 -5.794626 -0.119647  -0.024
C42 -1.958026 -4.876602 -0.323896  -0.042
C43 -1.819821 -3.577586 0.126848  -0.112
H26 -5.802770 -1.860797 3.870231  0.126
H27 -5.355852 0.036210 2.352555  0.120
H28 -3.165958 0.298285 1.319275  0.012
H29 -1.833600 -3.306096 3.256070  0.126
H30 -4.028463 -3.532258 4.307874  0.126
H31 -1.032702 -1.069531 4.363073  0.112
H32 0.515481 -1.052605 6.259199  0.126
H33 2.929616 -1.460837 5.902152  0.126
H34 3.782205 -1.895452 3.620942  0.110
H35 2.259712 -1.899585 1.713196  0.061
H36 1.247684 -3.839235 1.557261  0.075
H37 0.994088 -6.129445 0.747384  0.101
H38 -1.048800 -6.818061 -0.450362  0.126
H39 -2.876076 -5.191985 -0.803341  0.122
H40 -2.657176 -2.894602 0.042187  0.107

Forces on the atoms, in the same order (eV/Å):
Ir 1.07 1.56 0.72
C -0.06 0.01 0.04
C 0.07 -0.01 -0.02
S -0.17 -0.27 -0.51
C 0.05 -0.08 0.08
C -0.10 0.00 0.04
S -0.38 -0.37 -0.35
C -0.04 0.09 0.01
C 0.07 -0.03 0.01
S -0.16 -0.37 0.15
H 0.04 0.00 0.02
H 0.01 0.01 -0.03
H 0.01 0.00 0.02
H 0.02 0.01 -0.03
H 0.00 0.18 -0.03
H 0.02 0.05 -0.03
H 0.02 -0.03 -0.01
H -0.01 0.01 0.00
H 0.01 -0.03 0.00
H -0.01 0.02 0.00
H -0.02 0.02 0.00
H -0.01 -0.02 0.02
F 0.01 0.01 0.01
C -0.05 -0.01 -0.02
C -0.01 -0.02 0.02
F 0.01 0.01 0.01
C -0.10 -0.01 0.07
F 0.18 0.05 0.08
C 0.11 0.02 -0.05
S -0.14 -0.34 0.00
C -0.01 0.06 0.03
F -0.04 -0.01 -0.02
C 0.01 0.00 0.00
F -0.01 0.01 0.00
C 0.02 0.01 0.02
C 0.00 0.03 -0.01
C -0.03 0.00 0.00
C -0.08 0.01 0.01
C 0.01 -0.03 0.05
N -0.07 0.03 0.10
C 0.13 0.09 0.02
O -0.11 -0.03 0.03
N -0.01 -0.14 -0.12
C 0.03 0.11 0.03
C 0.01 0.01 -0.01
C -0.01 -0.02 0.01
C 0.05 0.05 0.02
N -0.48 -0.26 -0.22
C -0.04 0.02 0.13
C 0.08 -0.02 -0.04
C 0.04 0.02 0.01
H 0.00 -0.01 -0.01
H 0.00 0.00 0.00
H -0.01 -0.01 -0.01
H 0.00 -0.01 0.00
H 0.03 0.00 -0.02
H 0.04 -0.03 -0.04
H -0.01 0.00 -0.01
H -0.01 -0.02 0.00
H 0.00 0.01 0.00
H -0.03 -0.01 -0.02
H -0.05 -0.02 -0.10
H 0.39 0.08 0.12
H -0.02 -0.01 0.01
C -0.01 0.02 -0.01
C -0.02 -0.01 0.03
C 0.05 0.03 -0.03
C -0.02 -0.02 -0.11
C -0.04 0.00 -0.02
C 0.02 -0.02 0.00
P 0.11 -0.18 -0.21
C -0.05 -0.13 0.09
C 0.00 -0.09 0.02
C -0.02 0.02 0.00
C 0.05 0.00 0.01
C 0.02 0.01 0.02
C -0.06 -0.12 -0.02
C -0.01 -0.05 0.10
C 0.03 0.17 -0.17
C -0.09 0.05 -0.02
C -0.06 0.00 0.00
C 0.02 -0.04 -0.04
C -0.02 0.07 0.03
H 0.00 -0.01 -0.01
H 0.01 0.01 0.00
H -0.01 0.00 0.03
H 0.01 0.00 0.02
H 0.00 0.01 0.01
H 0.02 -0.01 0.01
H 0.00 0.00 0.00
H 0.00 0.00 0.00
H 0.02 -0.03 -0.02
H 0.01 -0.04 0.13
H 0.02 0.02 0.06
H -0.21 -0.05 -0.03
H 0.00 0.00 -0.01
H 0.00 0.02 0.01
H -0.02 0.03 -0.07

Calculated values
- total charge = +3
- multiplicity = 2
- LUMO energy (spin up / spin down) (Ha) = -0.3178 / -0.4060
- ⟨S²⟩ = 0.773
- electronic energy (a.u.) = -4439.03589
- ΔE to the lowest compared entry with this formula, charge and spin (kJ/mol) = 0.0
- HOMO energy (spin up / spin down) (eV) = -14.45 / -14.44